{
  "formula": "C5H6ClN2S",
  "method": "ωB97M-V with the def2-TZVPD basis set",
  "symbols": ["C", "C", "C", "C", "C", "N", "N", "S", "Cl", "H", "H", "H", "H", "H", "H"],
  "coordinates": [[-1.307, -1.380, 0.363], [0.286, -0.331, 1.580], [1.675, 1.003, -1.190], [-0.712, -0.710, -0.729], [-0.394, 0.727, -0.384], [-0.622, -1.325, 1.463], [-0.010, 0.851, 0.948], [2.373, -0.313, -0.739], [1.536, 2.474, -2.013], [-2.267, -1.951, 0.373], [0.836, -0.242, 2.476], [0.264, -1.158, -1.002], [-1.355, -0.837, -1.660], [-0.802, 1.630, -0.863], [0.500, 1.564, 1.376]],
  "mulliken_charge": [-0.003, -0.274, 0.564, -0.245, -0.734, -0.315, 0.016, -0.100, -0.010, 0.397, 0.394, 0.046, 0.340, 0.628, 0.296],
  "charge": 1,
  "de_lowest_kj_mol": 254.5,
  "lumo_ev": -5.35,
  "total_energy_ha": -1161.61813,
  "orbital_gap_ev": 7.40,
  "e_homo_ha": -0.4686
}